[1]
The following is a quantum chemistry calculation of the molecule C26H34N4O4S, from the Open Molecules 2025 dataset.

Values from the calculation:
Structure (SMILES)   CCOc1cc2[nH]c(=S)n(Cc3ccc(C(=O)NCCN(CC)CC)cc3)c(=O)c2cc1OCC
Multiplicity   1
ΔE to the lowest compared entry with this formula, charge and spin   2.0683 eV

Atoms and positions in Å:
C1 -6.39 -3.35 0.59
C2 -7.12 -2.24 1.34
O1 -6.23 -1.31 1.94
C3 -5.45 -0.48 1.23
C4 -4.40 0.07 1.96
C5 -3.52 0.98 1.40
N1 -2.48 1.53 2.11
C6 -1.59 2.41 1.60
S1 -0.39 2.99 2.57
N2 -1.74 2.78 0.29
C7 -0.76 3.70 -0.27
C8 0.58 3.04 -0.46
C9 0.66 1.80 -1.08
C10 1.88 1.18 -1.24
C11 3.05 1.78 -0.77
C12 4.34 1.06 -0.95
O2 4.57 0.36 -1.92
N3 5.22 1.22 0.06
C13 6.49 0.55 0.12
C14 6.57 -0.49 1.26
N4 6.22 -1.86 0.97
C15 7.28 -2.68 0.43
C16 7.74 -2.39 -1.01
C17 4.92 -2.07 0.35
C18 3.78 -1.69 1.30
C19 2.96 3.03 -0.17
C20 1.74 3.65 -0.02
C21 -2.75 2.31 -0.55
O3 -2.83 2.69 -1.70
C22 -3.67 1.36 0.07
C23 -4.72 0.82 -0.68
C24 -5.62 -0.08 -0.13
O4 -6.67 -0.60 -0.82
C25 -6.82 -0.29 -2.20
C26 -8.01 -1.07 -2.72
H1 -7.11 -4.09 0.25
H2 -5.67 -3.83 1.25
H3 -5.87 -2.95 -0.27
H4 -7.67 -2.66 2.19
H5 -7.83 -1.73 0.68
H6 -4.30 -0.24 2.99
H7 -2.35 1.27 3.09
H8 -0.67 4.56 0.39
H9 -1.17 4.01 -1.24
H10 -0.24 1.32 -1.45
H11 1.96 0.22 -1.73
H12 4.94 1.75 0.87
H13 6.63 0.07 -0.86
H14 7.28 1.29 0.26
H15 7.60 -0.51 1.64
H16 5.93 -0.15 2.08
H17 6.93 -3.72 0.48
H18 8.14 -2.60 1.10
H19 6.89 -2.35 -1.68
H20 8.41 -3.18 -1.34
H21 8.29 -1.45 -1.06
H22 4.84 -3.14 0.13
H23 4.80 -1.53 -0.60
H24 2.84 -2.04 0.89
H25 3.94 -2.15 2.27
H26 3.71 -0.61 1.43
H27 3.86 3.54 0.17
H28 1.68 4.62 0.46
H29 -4.81 1.15 -1.70
H30 -5.91 -0.57 -2.75
H31 -6.98 0.79 -2.32
H32 -7.85 -2.14 -2.58
H33 -8.91 -0.79 -2.17
H34 -8.16 -0.86 -3.77


[2]
The following is a quantum chemistry calculation of a structure of composition C4H7FO2 in a non-equilibrium geometry, from the Open Molecules 2025 dataset.

Values from the calculation:
Multiplicity   1
ΔE to the lowest compared entry with this formula, charge and spin   2.2074 eV

Atoms and positions in Å:
C1 -2.17 0.97 -0.23
C2 1.22 -0.65 0.28
C3 -0.99 0.38 -0.79
C4 0.43 0.58 0.49
O1 -3.03 0.34 0.37
O2 -1.05 -0.92 -1.19
F1 1.16 1.63 0.12
H1 -2.36 2.05 -0.37
H2 2.09 -0.67 0.97
H3 0.54 -1.63 0.47
H4 1.47 -0.59 -0.78
H5 -0.52 1.12 -1.52
H6 -0.08 0.76 1.43
H7 -1.75 -1.44 -0.84


[3]
The following is a quantum chemistry calculation of the molecule C2H3BrOS in a non-equilibrium geometry, from the Open Molecules 2025 dataset.

Values from the calculation:
Multiplicity   1
ΔE to the lowest compared entry with this formula, charge and spin   2.3279 eV

Atoms and positions in Å:
C1 0.35 0.09 -1.10
C2 -0.87 -0.01 -0.41
O1 -0.85 -0.48 0.93
S1 1.91 0.21 -0.85
Br1 2.98 -0.42 1.33
H1 -1.70 -0.75 -0.93
H2 -1.31 1.01 -0.37
H3 -0.52 0.35 1.40


[4]
The following is a quantum chemistry calculation of a cluster of 10 separate species, C23H64F6O19PS9 in total in a non-equilibrium geometry, from the Open Molecules 2025 dataset.

Values from the calculation:
Multiplicity   1
Total charge   -1
ΔE to the lowest compared entry with this formula, charge and spin   6.0628 eV

Atoms and positions in Å:
P1 -0.73 -0.30 0.54
F1 0.79 0.33 0.54
F2 -1.06 0.51 -0.84
F3 -0.24 -1.65 -0.20
F4 -2.23 -0.93 0.46
F5 -0.47 -1.06 1.93
F6 -1.31 0.99 1.38
O1 3.02 -3.05 -7.41
S1 3.93 -1.96 -7.85
O2 5.32 -2.26 -8.16
O3 3.21 -1.10 -9.08
C1 4.13 -0.47 -9.98
C2 3.45 0.52 -10.85
C3 3.99 -0.60 -6.57
H1 4.55 -1.20 -10.68
H2 4.93 -0.01 -9.40
H3 4.19 0.98 -11.51
H4 3.09 1.26 -10.14
H5 2.61 0.18 -11.46
H6 4.09 -1.07 -5.59
H7 3.04 -0.08 -6.67
H8 4.79 0.07 -6.90
O4 -7.75 6.39 -1.50
S2 -7.98 5.23 -0.62
O5 -9.21 5.33 0.21
O6 -7.94 3.79 -1.43
C4 -8.04 2.60 -0.67
C5 -8.69 1.64 -1.65
C6 -6.48 4.98 0.51
H9 -8.62 2.73 0.25
H10 -7.05 2.26 -0.38
H11 -8.70 0.58 -1.40
H12 -8.05 1.62 -2.53
H13 -9.62 2.07 -2.01
H14 -6.07 5.98 0.62
H15 -5.81 4.33 -0.05
H16 -6.77 4.50 1.44
O7 5.98 3.45 2.12
S3 5.52 4.48 3.08
O8 6.40 5.36 3.82
O9 4.35 5.42 2.44
C7 3.53 6.27 3.31
C8 2.32 6.77 2.49
C9 4.53 3.47 4.41
H17 4.24 7.04 3.61
H18 3.25 5.80 4.25
H19 1.82 5.89 2.09
H20 2.56 7.36 1.60
H21 1.72 7.38 3.17
H22 4.87 2.44 4.49
H23 3.48 3.49 4.14
H24 4.71 3.95 5.37
O10 3.46 6.56 -6.63
S4 3.40 7.48 -5.49
O11 3.85 8.86 -5.57
O12 1.86 7.42 -4.82
C10 1.19 6.18 -4.74
C11 -0.30 6.48 -4.48
C12 4.37 6.76 -4.13
H25 1.63 5.61 -3.92
H26 1.16 5.58 -5.65
H27 -0.41 6.99 -3.52
H28 -0.79 5.51 -4.45
H29 -0.76 7.11 -5.24
H30 4.42 7.50 -3.33
H31 5.35 6.63 -4.58
H32 4.07 5.74 -3.86
O13 -4.54 -9.09 3.62
S5 -3.82 -7.90 4.17
O14 -3.54 -7.85 5.61
O15 -2.42 -7.61 3.35
C13 -2.54 -7.79 1.92
C14 -1.52 -8.91 1.40
C15 -4.84 -6.42 3.65
H33 -2.05 -6.88 1.58
H34 -3.51 -7.76 1.41
H35 -1.36 -8.82 0.33
H36 -1.75 -9.91 1.79
H37 -0.50 -8.63 1.67
H38 -4.32 -5.51 3.96
H39 -5.74 -6.31 4.25
H40 -5.00 -6.44 2.58
C16 4.61 -1.77 10.60
S6 2.79 -1.99 10.74
O16 2.12 -0.62 10.84
C17 2.70 -2.47 8.96
H41 4.81 -1.36 11.59
H42 4.98 -1.11 9.81
H43 5.05 -2.76 10.56
H44 1.86 -3.15 8.79
H45 3.51 -3.17 8.74
H46 2.82 -1.73 8.17
C18 -3.78 -3.61 -6.57
S7 -4.87 -3.86 -8.08
O17 -5.92 -2.75 -8.22
C19 -3.45 -3.33 -9.13
H47 -3.21 -4.52 -6.37
H48 -4.41 -3.56 -5.67
H49 -3.02 -2.84 -6.67
H50 -3.13 -2.32 -8.87
H51 -3.66 -3.21 -10.20
H52 -2.60 -3.98 -8.94
C20 7.43 -5.58 -0.97
S8 6.95 -6.70 0.43
O18 8.10 -6.71 1.45
C21 5.66 -5.58 1.31
H53 8.18 -4.83 -0.71
H54 6.60 -5.13 -1.52
H55 7.93 -6.19 -1.72
H56 5.83 -4.51 1.27
H57 5.68 -5.77 2.38
H58 4.69 -5.81 0.87
C22 -4.64 0.66 10.71
S9 -4.47 -0.64 9.36
O19 -5.89 -1.09 9.09
C23 -4.03 0.60 8.09
H59 -5.26 1.44 10.26
H60 -3.70 1.10 11.02
H61 -5.19 0.17 11.51
H62 -4.61 1.52 8.07
H63 -4.13 0.15 7.10
H64 -2.98 0.76 8.35


[5]
The following is a quantum chemistry calculation of the molecule C4H7NO in a non-equilibrium geometry, from the Open Molecules 2025 dataset.

Values from the calculation:
Structure (SMILES)   [H]/N=C1\C[C@@]1(C)O
Multiplicity   1
ΔE to the lowest compared entry with this formula, charge and spin   4.0660 eV

Atoms and positions in Å:
H1 0.71 1.76 -1.55
N1 -0.27 2.05 -1.30
C1 -0.08 1.06 -0.55
C2 1.19 0.17 -0.35
C3 -0.10 0.01 0.43
C4 -0.91 -1.21 0.11
O1 0.04 0.36 1.76
H2 2.02 0.58 0.24
H3 1.49 -0.66 -1.00
H4 -0.42 -2.06 0.60
H5 -1.93 -1.10 0.49
H6 -0.96 -1.39 -0.97
H7 -0.84 0.48 2.12


[6]
The following is a quantum chemistry calculation of a structure of composition C25H46AuCl2N2O6P2 in a non-equilibrium geometry, from the Open Molecules 2025 dataset.

Values from the calculation:
Multiplicity   3
Total charge   -1
⟨S²⟩   2.01

Atoms and positions in Å:
Au1 0.52 -1.13 0.31
Cl1 0.24 -3.34 -0.59
P1 2.36 -0.84 -1.33
C1 2.05 -1.64 -2.97
C2 3.05 0.83 -1.72
C3 3.70 -1.85 -0.56
C4 0.59 -1.51 -3.44
H1 2.22 -2.70 -2.74
C5 3.02 -1.19 -4.06
H2 2.73 -0.22 -4.48
H3 2.97 -1.93 -4.87
H4 4.06 -1.14 -3.73
H5 -0.04 -2.24 -2.92
H6 0.53 -1.72 -4.52
H7 0.15 -0.51 -3.26
H8 3.22 -2.85 -0.55
C6 4.02 -1.46 0.90
C7 4.97 -1.91 -1.41
H9 4.83 -2.52 -2.30
H10 5.77 -2.37 -0.82
H11 5.31 -0.90 -1.70
H12 3.20 -0.90 1.37
H13 4.93 -0.86 0.98
H14 4.16 -2.38 1.49
C8 1.94 1.73 -2.27
H15 3.80 0.67 -2.51
C9 3.71 1.53 -0.53
H16 1.52 1.38 -3.23
H17 2.34 2.74 -2.41
H18 1.12 1.79 -1.54
H19 3.04 1.47 0.34
H20 3.85 2.59 -0.78
H21 4.69 1.11 -0.27
Cl2 1.20 0.81 1.59
H22 1.45 -1.80 1.53
P2 -1.55 -1.73 1.60
C10 -1.32 -3.34 2.48
C11 -2.10 -0.55 2.92
C12 -2.94 -2.07 0.42
C13 0.13 -3.60 2.94
H23 -1.55 -4.06 1.67
C14 -2.28 -3.54 3.65
H24 -1.95 -2.99 4.54
H25 -2.29 -4.61 3.89
H26 -3.31 -3.25 3.41
H27 0.76 -3.83 2.08
H28 0.15 -4.46 3.62
H29 0.55 -2.74 3.47
H30 -2.51 -2.90 -0.17
C15 -3.20 -0.92 -0.54
C16 -4.23 -2.53 1.10
H31 -4.14 -3.54 1.51
H32 -5.03 -2.55 0.35
H33 -4.54 -1.83 1.89
H34 -2.35 -0.18 -0.56
H35 -4.13 -0.39 -0.32
H36 -3.24 -1.30 -1.58
C17 -0.96 -0.23 3.89
H37 -2.89 -1.09 3.46
C18 -2.70 0.73 2.33
H38 -0.77 -1.04 4.61
H39 -1.19 0.69 4.44
H40 -0.03 -0.03 3.33
H41 -2.02 1.21 1.62
H42 -2.88 1.45 3.14
H43 -3.66 0.55 1.83
O1 -1.72 1.46 -2.99
C19 -1.42 1.61 -1.78
O2 -1.04 0.70 -0.94
C20 -1.48 3.00 -1.20
C21 -1.21 3.31 0.15
C22 -1.39 4.64 0.63
C23 -1.74 5.66 -0.28
C24 -1.93 5.37 -1.65
C25 -1.80 4.04 -2.09
N1 -2.28 6.34 -2.65
O3 -2.44 7.54 -2.35
O4 -2.42 5.91 -3.82
N2 -1.23 5.01 2.01
O5 -0.98 4.14 2.87
O6 -1.36 6.22 2.30
H44 -0.80 2.55 0.81
H45 -1.87 6.68 0.07
H46 -1.94 3.78 -3.14


[7]
The following is a quantum chemistry calculation of a structure of composition C4H11ClI2LaO2P in a non-equilibrium geometry, from the Open Molecules 2025 dataset.

Values from the calculation:
Multiplicity   1
Total charge   +2
ΔE to the lowest compared entry with this formula, charge and spin   3.1237 eV

Atoms and positions in Å:
I1 4.31 1.27 -0.76
I2 3.46 -1.99 -0.56
La1 1.15 -0.46 0.30
P1 -0.51 -0.07 -2.25
C1 0.49 0.01 -3.63
C2 -1.65 -1.48 -2.52
H1 -2.36 1.51 -1.58
H2 -2.01 1.30 -3.38
H3 -0.82 2.35 -2.44
C3 -1.54 1.48 -2.38
H4 -2.45 -1.51 -1.74
H5 -2.13 -1.24 -3.46
H6 -0.20 -0.01 -4.42
H7 1.05 -0.88 -3.69
H8 -1.02 -2.37 -2.66
H9 0.96 0.94 -3.68
C4 2.09 0.48 -1.63
O1 2.42 0.68 -2.70
Cl1 -1.40 -0.06 0.59
O2 0.31 2.14 0.98
H10 -0.49 1.86 1.45
H11 0.55 2.93 1.50


[8]
The following is a quantum chemistry calculation of a cluster of 5 separate species, C7H24NO4 in total in a non-equilibrium geometry, from the Open Molecules 2025 dataset.

Values from the calculation:
Multiplicity   1
Total charge   +1
ΔE to the lowest compared entry with this formula, charge and spin   1.5567 eV

Atoms and positions in Å:
C1 -1.30 -0.77 1.66
C2 -0.83 -0.55 0.23
C3 0.08 0.65 0.13
C4 1.50 0.34 0.60
C5 2.45 -0.41 0.02
C6 2.16 -1.37 -1.09
C7 1.87 1.08 1.85
N1 -2.10 -0.21 -0.64
H1 -1.80 0.14 2.09
H2 -0.52 -1.07 2.35
H3 -2.02 -1.60 1.77
H4 -0.41 -1.42 -0.24
H5 0.07 1.21 -0.82
H6 -0.27 1.53 0.71
H7 3.36 -0.53 0.56
H8 2.60 -2.38 -0.80
H9 2.69 -1.07 -1.96
H10 1.12 -1.60 -1.21
H11 1.22 0.67 2.65
H12 2.91 1.17 2.11
H13 1.57 2.15 1.68
H14 -2.07 0.82 -0.74
H15 -1.71 -0.54 -1.52
H16 -2.98 -0.59 -0.30
H17 -2.24 -2.63 -3.18
H18 -0.87 -2.17 -3.37
O1 -1.57 -2.13 -2.70
H19 -0.02 3.90 -2.85
H20 1.36 3.71 -2.04
O2 0.45 3.43 -2.15
H21 0.35 -2.55 4.12
H22 1.62 -2.98 3.32
O3 0.74 -2.58 3.24
H23 -3.11 2.81 -1.59
H24 -1.72 2.96 -1.08
O4 -2.58 2.60 -0.81


[9]
The following is a quantum chemistry calculation of the molecule C3H7N3O2 in a non-equilibrium geometry, from the Open Molecules 2025 dataset.

Values from the calculation:
Structure (SMILES)   CN/N=C\ONC=O
Multiplicity   1
ΔE to the lowest compared entry with this formula, charge and spin   5.5053 eV

Atoms and positions in Å:
C1 1.16 -1.84 -1.43
N1 0.34 -0.81 -0.76
N2 -0.76 -1.37 -0.17
C2 -1.41 -0.69 0.71
O1 -1.29 0.69 1.22
N3 -0.10 1.37 1.03
C3 -0.35 2.65 0.52
O2 0.57 3.48 0.64
H1 1.56 -2.56 -0.70
H2 2.12 -1.36 -1.92
H3 0.52 -2.39 -2.13
H4 0.84 -0.23 0.01
H5 -2.30 -1.10 1.15
H6 0.42 1.37 1.95
H7 -1.32 2.80 -0.12


[10]
The following is a quantum chemistry calculation of the molecule C5H12N2O in a non-equilibrium geometry, from the Open Molecules 2025 dataset.

Values from the calculation:
Structure (SMILES)   CNC[C@@H](C)NC=O
Multiplicity   1
ΔE to the lowest compared entry with this formula, charge and spin   2.2857 eV

Atoms and positions in Å:
C1 -3.33 0.45 0.11
N1 -1.88 0.55 0.51
C2 -1.07 -0.55 0.04
C3 0.39 -0.52 0.30
C4 0.98 -1.80 0.86
N2 1.16 -0.22 -0.96
C5 2.05 0.89 -0.94
O1 2.35 1.46 0.06
H1 -3.58 0.71 -0.94
H2 -3.71 -0.47 0.44
H3 -3.76 1.31 0.70
H4 -1.59 1.38 0.04
H5 -1.47 -1.57 0.56
H6 -1.23 -0.83 -1.01
H7 0.73 0.35 0.99
H8 0.54 -2.70 0.40
H9 2.09 -1.67 0.83
H10 0.84 -1.87 1.98
H11 0.71 -0.66 -1.72
H12 2.64 1.13 -1.90


[11]
The following is a quantum chemistry calculation of a structure of composition C5H14ClIr2 in a non-equilibrium geometry, from the Open Molecules 2025 dataset.

Values from the calculation:
Multiplicity   10
ΔE to the lowest compared entry with this formula, charge and spin   1.7885 eV
⟨S²⟩   24.76

Atoms and positions in Å:
Ir1 0.56 0.20 -2.68
Cl1 1.07 -1.18 -1.34
C1 2.25 1.16 -3.01
C2 -0.40 -0.91 -4.00
H1 2.29 1.57 -4.05
H2 2.39 2.02 -2.32
H3 3.14 0.50 -2.90
H4 -0.35 -0.47 -5.02
H5 -1.48 -1.02 -3.75
H6 0.02 -1.93 -4.07
Ir2 0.00 0.00 0.00
C3 -1.52 -0.92 1.07
C4 -0.61 1.07 -1.55
H7 -2.50 -0.50 0.73
H8 -1.52 -2.02 0.90
H9 -1.39 -0.71 2.15
H10 -1.68 1.03 -1.86
H11 -0.28 2.11 -1.35
C5 1.19 -0.85 1.56
H12 0.95 -0.37 2.53
H13 2.26 -0.68 1.34
H14 1.01 -1.95 1.63


[12]
The following is a quantum chemistry calculation of a cluster of 2 separate species, C2H8NS in total in a non-equilibrium geometry, from the Open Molecules 2025 dataset.

Values from the calculation:
Multiplicity   3
Total charge   +1
ΔE to the lowest compared entry with this formula, charge and spin   0.9324 eV
⟨S²⟩   2.01

Atoms and positions in Å:
C1 0.30 -1.49 -0.02
C2 -0.11 1.08 -0.51
N1 -0.57 -0.26 -0.03
S1 -0.47 2.46 0.49
H1 0.71 -1.67 1.04
H2 -0.18 -2.41 -0.27
H3 1.04 -1.32 -0.77
H4 1.53 0.74 -0.76
H5 -0.67 1.28 -1.42
H6 -0.51 -0.11 1.02
H7 -1.59 -0.39 -0.18
H8 0.53 2.09 1.42


The records above yield energy values of -52500.767 -11071.874 -85045.124 -186900.324 -7795.578 -89248.338 -47275.824 -17321.931 -11785.808 -10406.138 -23595.555 -14514.904 eV, respectively.